[1]
{"formula": "C3H5NO2", "method": "the ωB97M-V functional and the def2-TZVPD basis", "smiles": "[H]/N=C/OCC=O", "energy_ha": -322.514955, "elements": ["H", "H", "H", "O", "H", "N", "H", "O", "C", "C", "C"], "positions_angstrom": [[1.191990, 0.253327, 0.447298], [-1.530461, 1.237526, -1.562431], [-0.926313, -1.556906, 1.058559], [-0.290076, -0.188432, -0.945357], [-0.741528, 2.804704, -0.092096], [-0.276012, 1.906901, 0.005288], [1.502820, -1.120934, -0.654478], [0.880953, -2.252668, 1.658486], [-0.736033, 1.075955, -0.826716], [0.180457, -1.553753, 0.972586], [0.744203, -0.605720, -0.061140]], "forces_ev_per_angstrom": [[-0.02, -0.11, -0.06], [0.14, 0.05, 0.15], [0.08, -0.01, 0.01], [-0.06, 0.07, -0.05], [0.02, -0.09, 0.02], [-0.20, -0.16, -0.25], [-0.07, 0.04, 0.08], [-0.30, 0.22, -0.22], [0.01, 0.18, 0.04], [0.29, -0.17, 0.22], [0.11, -0.03, 0.04]]}

---

[2]
{"formula": "C3H5NO2", "method": "the ωB97M-V functional and the def2-TZVPD basis", "smiles": "[H]/N=C/OCC=O", "energy_ha": -322.499824, "elements": ["C", "H", "N", "H", "C", "H", "H", "H", "C", "O", "O"], "positions_angstrom": [[0.723639, -0.631542, -0.531330], [-1.207411, 2.209585, 1.135539], [-0.987660, 1.283895, 0.765182], [-0.730169, -1.627130, 0.788421], [0.355690, -1.413439, 0.710012], [-0.663450, 1.919759, -1.273900], [1.501362, 0.106746, -0.299724], [1.118362, -1.309583, -1.300083], [-0.729579, 1.196874, -0.464389], [-0.416873, 0.007003, -1.070309], [1.168054, -1.781165, 1.519430]], "forces_ev_per_angstrom": [[0.21, -0.11, 0.20], [0.14, -0.14, -0.54], [0.28, -0.23, -0.52], [0.16, -0.05, 0.12], [0.33, -0.20, 0.28], [-0.49, 0.80, 0.41], [-0.05, -0.20, 0.07], [-0.18, 0.07, 0.19], [-0.07, -0.12, 0.11], [0.01, 0.09, -0.04], [-0.35, 0.08, -0.27]]}

---

[3]
{"formula": "C3H5NO2", "method": "the ωB97M-V functional and the def2-TZVPD basis", "energy_ha": -322.507811, "elements": ["O", "O", "H", "H", "C", "C", "H", "H", "C", "H", "N"], "positions_angstrom": [[-0.202627, -1.734893, -0.976406], [0.218721, -0.755080, 1.300424], [-1.161641, 1.160351, 0.233352], [-1.466653, 0.684526, -1.462682], [-0.272515, -0.699274, -0.408524], [-1.368265, 0.325574, -0.434899], [-2.303875, -0.162401, -0.145326], [2.048420, 0.771337, -0.669509], [1.248441, -0.060752, 1.013509], [1.969988, 0.213557, 1.787993], [1.290011, 0.257060, -0.237928]], "forces_ev_per_angstrom": [[0.05, 0.63, 0.36], [0.12, 0.04, 0.03], [-0.01, -0.13, -0.09], [0.03, -0.03, 0.11], [-0.29, -0.48, -0.47], [-0.02, 0.04, -0.01], [0.18, 0.03, -0.02], [-0.14, -0.08, 0.07], [0.03, 0.06, -0.06], [-0.06, -0.01, -0.13], [0.11, -0.06, 0.21]]}

---

[4]
{"formula": "C3H5NO2", "method": "the ωB97M-V functional and the def2-TZVPD basis", "energy_ha": -322.446007, "elements": ["O", "C", "H", "H", "O", "H", "H", "H", "C", "C", "N"], "positions_angstrom": [[1.523117, 1.666225, -0.500409], [-0.515414, 0.186978, 0.062107], [-2.239502, -0.624553, 0.983337], [-2.494842, 0.881494, 0.121354], [0.127030, -0.192614, -0.992350], [2.946752, -0.095661, 0.512894], [1.834969, -1.344307, 0.234468], [-2.300990, -0.638415, -0.820552], [1.203818, 0.547524, -0.198297], [-1.977426, -0.083595, 0.068159], [1.977139, -0.377390, 0.488992]], "forces_ev_per_angstrom": [[-0.14, -0.45, 0.09], [-0.42, -0.21, -0.23], [0.04, 0.09, -0.09], [0.08, -0.10, 0.01], [-0.08, 0.16, 0.26], [-0.08, -0.01, 0.02], [-0.01, 0.12, 0.04], [0.07, 0.07, 0.09], [0.47, 0.35, -0.07], [0.02, -0.01, 0.02], [0.06, 0.00, -0.13]]}

---

[5]
{"formula": "C3H5NO2", "method": "the ωB97M-V functional and the def2-TZVPD basis", "energy_ha": -322.420666, "elements": ["C", "C", "H", "C", "H", "H", "H", "N", "H", "O", "O"], "positions_angstrom": [[0.326568, -1.090180, -0.241414], [1.405185, -0.104112, -0.025381], [1.927624, 1.837455, -0.050620], [-0.983222, -0.659720, -0.067969], [-2.562155, 0.718182, 0.631130], [-0.937590, 1.448046, 0.387201], [0.461137, -2.164072, -0.151544], [-1.423169, 0.494044, -0.185527], [-1.835921, -1.304508, -0.085029], [1.082191, 1.260335, -0.240849], [2.539353, -0.435466, 0.030007]], "forces_ev_per_angstrom": [[-2.25, 1.47, 1.79], [-0.85, 0.09, -2.48], [-2.11, -2.05, -0.56], [3.56, -6.53, -0.56], [3.65, -1.36, -3.37], [-0.67, -3.91, -2.94], [0.65, 0.42, -0.18], [-6.00, 12.98, 5.95], [0.15, -1.48, 0.11], [1.80, 0.56, 1.27], [2.06, -0.18, 0.98]]}

---

[6]
{"formula": "C3H5NO2S", "method": "the ωB97M-V functional and the def2-TZVPD basis", "smiles": "C[C@@H]1OC(=O)NS1", "energy_ha": -720.668897, "elements": ["C", "H", "H", "O", "H", "S", "N", "H", "H", "O", "C", "C"], "positions_angstrom": [[1.241697, -0.087054, 0.063967], [0.551423, -1.871163, -0.824974], [-1.910106, 1.733904, -0.808209], [0.682143, 0.705388, 0.919260], [-0.482739, 0.804625, -1.650921], [-1.284999, -0.969784, 0.107247], [0.275421, -0.872000, -0.550164], [-1.487010, 0.801400, 1.496856], [-0.421891, 2.531479, -0.887597], [2.454789, -0.131925, -0.205400], [-0.765282, 0.725908, 0.590801], [-0.928598, 1.533245, -0.804908]], "forces_ev_per_angstrom": [[3.69, -2.06, -1.77], [0.31, 2.47, 0.23], [-3.76, 0.42, -0.90], [-2.81, 1.30, 1.36], [-1.55, 2.03, 1.89], [0.84, 0.92, 0.76], [1.48, -4.92, -2.01], [1.88, 1.42, -1.34], [-0.05, -1.03, 0.54], [-3.11, 0.13, 0.83], [-1.26, 0.62, -0.12], [4.33, -1.31, 0.53]]}

---

[7]
{"formula": "C3H5NO2S", "method": "the ωB97M-V functional and the def2-TZVPD basis", "energy_ha": -720.621644, "elements": ["H", "O", "N", "H", "C", "H", "C", "H", "O", "S", "H", "C"], "positions_angstrom": [[0.570490, 1.641938, -2.847839], [1.297240, -1.027941, 0.432309], [0.342719, 1.414777, -1.832081], [-0.835100, 0.065490, -0.820833], [-1.451068, -0.210073, 0.043068], [-1.615407, -1.146884, 2.138489], [-1.032046, -0.814257, 1.143272], [-2.540903, 0.124127, -0.083883], [2.768325, 1.352562, -1.060203], [1.404648, 1.264940, -0.689306], [0.701432, -1.379197, 2.318632], [0.389672, -1.285481, 1.258373]], "forces_ev_per_angstrom": [[0.25, -0.56, 1.84], [-2.25, -1.79, 1.52], [1.51, 0.41, 0.65], [-0.18, -0.57, 0.62], [-2.51, 0.82, -0.54], [0.81, 1.17, -2.69], [0.06, -2.42, 2.01], [1.68, -0.46, 0.47], [2.04, 0.12, -0.15], [-3.37, 0.76, -2.74], [0.00, -1.13, -0.25], [1.96, 3.65, -0.74]]}

---

[8]
{"formula": "C3H5NO2S", "method": "the ωB97M-V functional and the def2-TZVPD basis", "smiles": "C=C(CS)[N+](=O)[O-]", "energy_ha": -720.572144, "elements": ["H", "O", "C", "C", "H", "S", "H", "O", "C", "N", "H", "H"], "positions_angstrom": [[1.293944, 2.054500, -1.208857], [1.393602, -1.660774, 0.585686], [0.470929, 0.322418, -0.091453], [0.527911, 1.447963, -0.761798], [-0.503297, 1.824544, -0.850724], [-1.983913, -1.018466, -0.551031], [-0.814301, -0.827962, 1.466822], [2.653097, -0.130792, -0.226446], [-0.956217, -0.072418, 0.685270], [1.564840, -0.597392, 0.049454], [-2.102325, -2.252802, -0.015486], [-1.544266, 0.911185, 0.918566]], "forces_ev_per_angstrom": [[0.49, -0.64, -0.18], [-0.56, -0.88, -0.09], [-3.40, -0.75, 1.71], [-1.67, 0.69, -0.13], [0.69, 0.57, 0.07], [-0.18, 0.28, -0.18], [0.22, 0.99, 0.22], [0.39, -0.27, -0.63], [0.99, 0.43, -2.21], [1.30, 1.20, 1.22], [0.32, 0.43, 0.27], [1.39, -2.06, -0.07]]}

---

[9]
{"formula": "C3H5NO2S", "method": "the ωB97M-V functional and the def2-TZVPD basis", "smiles": "CN(S)C(=O)C=O", "energy_ha": -720.694708, "elements": ["H", "C", "H", "O", "S", "N", "C", "H", "H", "C", "O", "H"], "positions_angstrom": [[-0.114342, -1.745343, 0.590898], [-0.265746, 1.116404, -0.135430], [-2.305501, 1.724133, 0.283138], [-0.040496, 2.305358, -0.262770], [2.340046, 0.499747, 0.066703], [0.656926, 0.108202, -0.043906], [-1.730010, 0.767903, 0.159111], [1.249078, -1.766459, -0.671973], [2.541317, -0.080379, 1.274158], [0.335889, -1.271292, -0.296904], [-2.267802, -0.299573, 0.154219], [-0.399359, -1.358696, -1.117249]], "forces_ev_per_angstrom": [[0.48, -0.07, -0.36], [0.32, 0.36, 0.79], [0.32, -0.42, 0.14], [0.22, -0.65, -0.06], [-0.42, 0.08, 0.10], [0.74, 0.97, -0.15], [-0.84, 0.72, -0.74], [-0.48, 0.08, 0.58], [-0.11, 0.16, -0.21], [-0.65, -1.09, -0.76], [0.19, -0.22, 0.21], [0.23, 0.08, 0.44]]}

---

[10]
{"formula": "C3H5NO2S", "method": "the ωB97M-V functional and the def2-TZVPD basis", "smiles": "NS(=O)(=O)C1C=C1", "energy_ha": -720.613730, "elements": ["C", "H", "H", "N", "S", "C", "C", "O", "O", "H", "H", "H"], "positions_angstrom": [[-0.362192, -0.581783, -0.701950], [-1.397225, -2.144308, 0.851581], [0.203164, 1.742056, 0.931858], [1.026078, 1.495523, 0.499404], [1.165465, -0.148484, 0.076878], [-1.300579, -1.278463, 0.191006], [-1.647951, -0.077962, -0.086012], [2.112627, -0.170514, -0.986200], [1.446055, -0.837335, 1.335737], [1.019970, 1.960704, -0.435502], [-0.023220, -0.788967, -1.683959], [-2.242188, 0.829530, 0.007162]], "forces_ev_per_angstrom": [[0.14, 0.12, 1.73], [-0.04, 0.35, -0.63], [-2.28, 0.36, 1.62], [2.23, -0.74, -3.11], [0.95, 0.99, 2.66], [-0.50, -1.14, 0.96], [0.16, 0.80, -0.76], [0.70, -0.10, -0.56], [-0.98, 0.49, -1.66], [0.21, -0.16, 1.03], [-0.76, -0.41, -1.28], [0.16, -0.56, 0.00]]}

---

Relative energy (zero: lowest compared OMol25 entry of this formula, charge and spin)? In order: 1.616 2.027 1.810 3.492 4.182 2.112 3.397 4.744 1.409 3.613 eV.
LUMO energy? In order: 0.86 0.88 0.91 0.66 -0.10 0.08 -0.68 -0.64 -0.17 0.54 eV.